C40H39BErN2O2PS2 as an isolated structure, computed with the ωB97M-V functional and the def2-TZVPD basis.

Results
⟨S²⟩: 3.753
Spin multiplicity: 4
Total charge: +2
E_tot, eV: -108433.781
Orbital gap (alpha / beta), eV: 6.871 / 6.888

Each line ends with the Mulliken charge.
Positions of all 88 atoms, in Å:
Er: 0.13025 0.83646 -0.11515  0.497
S: 5.02887 -1.02027 -3.32802  -0.101
C: 6.15782 -2.07510 -4.05181  -0.393
C: 6.52071 -3.00669 -3.14975  -0.561
C: 5.94264 -2.84673 -1.91434  -0.399
C: 5.06109 -1.85395 -1.82436  0.301
C: 4.25972 -1.42890 -0.62838  0.536
C: 3.16580 -0.56602 -0.74605  -0.793
N: 2.28765 -0.27639 0.20539  0.125
C: 2.57437 -0.66861 1.45922  -0.023
C: 3.73968 -1.43208 1.72314  0.635
C: 4.08115 -1.67086 3.10345  -0.907
C: 3.25690 -1.22629 4.12680  -0.967
C: 1.97890 -0.67481 3.86956  0.668
C: 0.98863 -0.24616 4.80663  -0.971
C: -0.27901 0.30007 4.40989  0.412
C: -0.41393 0.62285 3.05233  0.242
N: 0.46815 0.20792 2.15258  0.016
C: 1.65381 -0.34357 2.55661  -0.082
C: -1.39236 0.55024 5.28316  0.356
C: -1.59080 -0.05426 6.48492  -0.576
C: -2.69157 0.50248 7.19878  -0.600
C: -3.28331 1.52594 6.48621  -0.515
S: -2.49921 1.83653 4.99263  0.012
C: 4.56085 -1.82691 0.66342  -0.787
H: 6.50081 -1.92627 -5.07169  0.451
H: 7.34060 -3.76061 -3.26279  0.343
H: 6.11750 -3.45427 -0.99040  0.273
H: 3.04537 -0.09557 -1.68139  0.886
H: 5.05167 -2.20673 3.27653  0.402
H: 3.63466 -1.33821 5.18839  0.360
H: 1.11836 -0.55590 5.84965  0.403
H: -1.19147 1.29414 2.73213  0.005
H: -1.00576 -0.84757 6.90217  0.426
H: -3.04247 0.13640 8.16643  0.413
H: -4.18672 2.02928 6.71028  0.464
H: 5.46153 -2.39416 0.83631  0.473
O: -0.52179 3.02803 0.26286  -0.021
B: 0.55291 3.08704 -0.82945  0.459
O: 0.64687 4.39073 -1.17112  -0.619
C: -0.26600 5.11701 -0.36897  0.935
C: -0.38854 6.46627 -0.35492  -0.840
C: -1.23652 7.04802 0.55666  -0.543
C: -1.87308 6.22471 1.47138  -0.578
C: -1.79167 4.83065 1.44433  -0.828
C: -0.92851 4.31853 0.51929  0.333
H: 0.15569 7.12107 -1.02575  0.463
H: -1.28439 8.14692 0.76914  0.339
H: -2.42270 6.61018 2.34659  0.364
H: -2.25551 4.16717 2.14831  0.406
C: -3.27341 -0.95580 -3.88448  -1.551
C: -1.90075 -0.33003 -3.90984  1.461
C: -1.11880 -0.93084 -5.13360  -1.596
C: -1.80670 1.19885 -4.04120  -1.436
P: -1.03012 -0.75727 -2.27763  0.437
C: -2.24417 -0.40681 -1.03947  0.912
C: -2.41681 0.93597 -0.58322  -0.247
C: -3.26185 1.26719 0.47898  -0.875
C: -3.84419 0.30059 1.26106  -0.758
C: -3.70929 -1.02683 0.82162  -0.815
C: -2.96868 -1.37687 -0.25244  -0.612
C: -0.52376 -2.48798 -2.05262  2.328
C: -0.18881 -2.67168 -0.50368  -2.415
C: 0.78310 -2.56666 -2.89585  -2.268
C: -1.46592 -3.63554 -2.47476  -1.767
H: -3.80171 -0.65762 -4.78919  0.540
H: -3.88187 -0.50314 -3.10156  0.279
H: -3.26715 -2.08402 -3.72604  0.245
H: -1.45364 -0.42913 -6.07546  0.471
H: -1.28439 -1.99661 -5.15291  0.352
H: -0.05580 -0.83156 -5.00200  0.403
H: -2.25125 1.62920 -4.94835  0.489
H: -0.77432 1.51840 -3.92313  0.399
H: -2.37604 1.70370 -3.23686  0.236
H: -1.96488 1.82597 -1.05724  0.515
H: -3.39607 2.29104 0.75347  0.658
H: -4.43044 0.61684 2.11162  0.554
H: -4.18663 -1.84019 1.37277  0.464
H: -2.98927 -2.42923 -0.63859  0.103
H: 0.23760 -1.83022 -0.02414  1.035
H: 0.47709 -3.55000 -0.40268  0.577
H: -1.07120 -2.96940 0.04502  0.394
H: 1.51227 -1.75667 -2.72052  0.459
H: 0.65618 -2.74209 -3.95413  0.396
H: 1.30530 -3.43937 -2.56794  0.586
H: -2.44248 -3.57535 -2.03759  0.255
H: -0.96757 -4.59116 -2.13499  0.465
H: -1.56117 -3.51743 -3.54329  0.429

Atoms 1-2, force components in eV/Å:
0.4 -0.1 -0.2
-0.6 0.7 -0.4

---

C40H39BrCrN12O4 as an isolated structure, computed with the ωB97M-V functional and the def2-TZVPD basis.

Results
⟨S²⟩: 6.010
Spin multiplicity: 5
E_tot, eV: -166649.815
Orbital gap (alpha / beta), eV: 7.127 / 7.225

Each line ends with the Mulliken charge.
Positions of all 97 atoms, in Å:
Cr: -15.59199 8.79656 8.69498  1.690
N: -14.35876 10.53930 8.97927  -0.229
C: -14.79644 11.88587 8.66993  -0.857
C: -15.46082 12.08318 7.25925  -0.116
C: -14.74346 11.46269 6.08531  -0.688
C: -15.57244 10.29296 5.44892  -1.147
N: -15.58131 9.07967 6.32843  -0.446
H: -14.14234 10.34747 9.94900  0.184
H: -13.60053 10.19064 8.36266  0.260
H: -13.99296 12.66051 8.55145  0.442
H: -15.50734 12.29209 9.37762  0.396
H: -15.69570 13.12639 7.05910  0.525
H: -16.40911 11.61484 7.38241  -0.253
H: -13.81338 10.97518 6.40345  0.260
H: -14.61180 12.17802 5.22060  0.432
H: -15.21660 10.08105 4.45570  0.508
H: -16.59768 10.57523 5.32657  0.493
H: -14.71387 8.57650 6.11870  0.174
H: -16.28916 8.43319 5.98787  0.095
O: -16.65389 7.23066 8.96110  -0.880
C: -17.89420 7.08796 8.41307  0.788
C: -19.02356 7.42169 9.22393  -0.083
C: -20.28035 7.40622 8.64567  -0.483
C: -20.43708 6.91316 7.33504  -0.768
C: -19.36152 6.52589 6.60629  -0.728
C: -18.08363 6.70955 7.10292  0.880
C: -16.93933 6.20868 6.23287  -0.465
N: -17.17187 5.83266 4.97134  -0.712
C: -15.94943 5.27994 4.58405  -1.148
C: -15.03345 5.41530 5.56691  0.136
N: -15.63562 6.00802 6.59866  0.655
H: -18.96252 7.68384 10.35436  0.197
H: -21.16716 7.66616 9.19079  0.503
H: -21.45323 6.75808 6.99703  0.388
H: -19.49244 6.08790 5.62154  0.525
H: -15.83415 4.87189 3.56536  0.436
H: -14.06852 4.97960 5.66797  0.277
H: -15.26282 6.13034 7.55646  -0.071
C: -14.57149 7.60411 15.22909  -1.142
N: -14.82567 8.03826 13.82718  0.534
C: -14.81519 9.25640 13.22998  -0.148
N: -15.36172 9.22455 12.02326  -0.018
C: -15.76601 7.92296 11.90568  -0.636
N: -15.44847 7.17543 12.96453  -0.754
C: -15.75971 7.64648 16.11187  1.029
C: -15.66219 7.18700 17.42059  -0.822
C: -16.75775 7.30347 18.27135  -0.620
C: -17.97203 7.74482 17.80564  -0.695
C: -18.13247 8.14756 16.48174  -0.166
C: -16.96271 8.21745 15.68063  -0.209
C: -19.41948 8.54402 15.93426  0.544
N: -20.58553 8.32275 16.45372  -0.542
N: -21.46906 8.97363 15.59396  -0.463
C: -20.76143 9.57979 14.70266  0.437
O: -19.40833 9.35797 14.87447  -0.226
C: -21.17276 10.39685 13.46695  0.055
C: -22.48480 10.40799 12.99955  -0.757
C: -22.82807 11.18863 11.92855  -0.741
C: -21.84742 11.86159 11.21005  -0.645
C: -20.50347 11.84351 11.65182  0.841
C: -19.45133 12.59184 10.94427  -1.620
N: -18.67561 11.67350 10.15765  0.834
C: -17.52740 11.06367 10.39526  -0.623
N: -17.25033 10.19533 9.41890  1.106
C: -18.38107 10.25258 8.68235  -1.089
N: -19.29861 11.11940 9.08490  -1.008
C: -20.17994 11.08592 12.76249  0.058
H: -13.84999 8.35556 15.63431  0.296
H: -14.11532 6.60982 15.27016  0.385
H: -14.42603 10.19715 13.60445  0.415
H: -16.33988 7.47520 11.04515  0.485
H: -14.78837 6.64787 17.76222  0.407
H: -16.79410 6.89986 19.29931  0.315
H: -18.89223 7.76237 18.42797  0.444
H: -17.06318 8.61910 14.73517  0.873
H: -23.19964 9.78388 13.56045  0.488
H: -23.83539 11.22052 11.53374  0.394
H: -22.10396 12.42153 10.35711  0.495
H: -18.79130 13.17732 11.54820  0.426
H: -19.86259 13.25809 10.18384  0.436
H: -16.74558 11.25205 11.20607  0.275
H: -18.57537 9.64091 7.79841  0.590
H: -19.13086 11.13237 13.02438  0.483
Br: -8.88218 5.87943 4.91866  -0.180
C: -10.33307 5.56771 6.05495  -0.161
C: -10.80357 4.28970 6.33854  -0.450
C: -11.97632 4.12257 7.14910  -0.559
C: -12.60420 5.21321 7.69565  -0.559
C: -12.11057 6.48866 7.45569  0.937
C: -10.93571 6.68384 6.69873  -0.391
C: -12.82445 7.75212 7.97785  0.036
O: -12.34742 8.88418 7.83336  -0.878
O: -13.95878 7.51515 8.56946  -0.540
H: -10.41251 3.43868 5.84660  0.443
H: -12.31577 3.18771 7.42643  0.529
H: -13.45122 5.06853 8.42728  0.141
H: -10.60450 7.65706 6.60672  0.745

Atoms 1-2, force components in eV/Å:
0.2 0.9 0.4
-0.2 -0.5 -1.0

---

no.,F_max (eV/Å)
1,3.7
2,3.3